No. 1
{
  "formula": "C7H12O2",
  "method": "wB97M-V/def2-TZVPD",
  "lumo_energy_ev": -8.2,
  "e_homo_ev": -19.770,
  "orbital_gap_ev": 11.6,
  "multiplicity": 1,
  "charge": 2,
  "symbols": ["C", "C", "C", "C", "C", "C", "C", "O", "O", "H", "H", "H", "H", "H", "H", "H", "H", "H", "H", "H", "H"],
  "xyz": [[1.73, 0.62, 0.35], [0.80, 1.39, -0.19], [0.21, -1.16, 0.27], [-0.75, -0.38, -0.16], [-2.25, -0.51, -0.01], [2.37, -1.42, 1.44], [-0.64, 1.02, -2.21], [1.62, -0.77, 0.36], [-0.36, 0.97, -0.77], [2.48, 0.99, 1.14], [0.78, 2.38, -0.01], [0.09, -2.06, 0.76], [-2.63, -1.29, -0.62], [-2.65, 0.49, 0.04], [-2.51, -0.79, 1.06], [1.80, -2.37, 1.48], [3.46, -1.42, 0.99], [2.34, -0.95, 2.39], [0.04, 0.41, -2.86], [-1.71, 0.65, -2.36], [-0.60, 2.12, -2.45]]
}

No. 2
{
  "formula": "C18H17F2N5O",
  "method": "wB97M-V/def2-TZVPD",
  "lumo_energy_ev": 0.6,
  "e_homo_ev": -8.543,
  "smiles": "Cn1nccc1C(=O)N[C@H]1CCCc2c1cnn2-c1ccc(F)cc1F",
  "orbital_gap_ev": 9.2,
  "multiplicity": 1,
  "charge": 0,
  "symbols": ["C", "N", "N", "C", "C", "C", "C", "O", "N", "H", "C", "C", "C", "N", "N", "C", "H", "C", "C", "C", "C", "C", "C", "H", "H", "F", "H", "F", "C", "C", "H", "C", "H", "H", "H", "H", "H", "H", "H", "H", "H", "H", "H"],
  "xyz": [[-4.57, -0.45, 0.54], [-4.54, 0.98, 0.56], [-5.67, 1.66, 0.46], [-5.34, 2.94, 0.51], [-3.97, 3.10, 0.65], [-3.47, 1.80, 0.68], [-2.10, 1.28, 0.80], [-1.84, 0.09, 0.87], [-1.14, 2.24, 0.85], [-1.43, 3.20, 0.80], [0.28, 1.94, 0.91], [0.67, 0.99, -0.17], [1.47, -0.12, 0.02], [1.63, -0.70, -1.20], [0.97, -0.01, -2.16], [0.38, 1.00, -1.55], [-0.22, 1.69, -2.10], [2.40, -1.79, -1.60], [2.51, -2.97, -0.86], [3.29, -4.03, -1.29], [3.95, -3.91, -2.50], [3.83, -2.77, -3.29], [3.06, -1.73, -2.83], [2.93, -0.83, -3.42], [4.34, -2.72, -4.24], [4.71, -4.93, -2.93], [3.37, -4.92, -0.70], [1.84, -3.13, 0.29], [2.10, -0.49, 1.31], [2.07, 0.73, 2.23], [2.77, 1.48, 1.86], [0.66, 1.32, 2.27], [-0.06, 0.53, 2.49], [0.59, 2.08, 3.05], [2.38, 0.44, 3.23], [1.53, -1.30, 1.77], [3.12, -0.84, 1.16], [0.81, 2.89, 0.78], [-3.43, 4.02, 0.71], [-6.10, 3.70, 0.45], [-4.19, -0.86, 1.47], [-5.61, -0.75, 0.39], [-3.95, -0.83, -0.27]]
}

No. 3
{
  "formula": "C44H78F18N9O14S6",
  "method": "wB97M-V/def2-TZVPD",
  "lumo_energy_ev": -10.4,
  "s_squared": 0.764,
  "e_homo_ev": -13.592,
  "orbital_gap_ev": 3.2,
  "multiplicity": 2,
  "charge": 4,
  "symbols": ["C", "C", "C", "O", "C", "N", "H", "H", "H", "H", "H", "H", "H", "H", "H", "H", "H", "H", "C", "C", "C", "O", "C", "N", "H", "H", "H", "H", "H", "H", "H", "H", "H", "H", "H", "H", "C", "C", "C", "N", "C", "C", "C", "C", "C", "C", "H", "H", "H", "H", "H", "H", "H", "H", "H", "H", "H", "H", "H", "H", "H", "H", "H", "H", "H", "H", "C", "C", "C", "N", "C", "C", "C", "C", "C", "C", "H", "H", "H", "H", "H", "H", "H", "H", "H", "H", "H", "H", "H", "H", "H", "H", "H", "H", "H", "H", "C", "N", "C", "C", "C", "C", "C", "C", "C", "C", "N", "C", "C", "C", "H", "H", "H", "H", "H", "H", "H", "H", "H", "H", "H", "H", "H", "H", "C", "F", "F", "F", "S", "O", "O", "N", "S", "O", "O", "C", "F", "F", "F", "C", "F", "F", "F", "S", "O", "O", "N", "S", "O", "O", "C", "F", "F", "F", "C", "F", "F", "F", "S", "O", "O", "N", "S", "O", "O", "C", "F", "F", "F"],
  "xyz": [[4.08, 4.44, 3.33], [4.33, 4.79, 4.77], [5.27, 3.87, 5.62], [5.60, 4.56, 6.87], [6.83, 4.32, 7.44], [4.89, 6.24, 4.88], [5.36, 6.30, 5.77], [5.78, 6.32, 4.42], [4.23, 6.99, 4.72], [4.96, 4.47, 2.68], [3.34, 5.12, 2.91], [3.64, 3.45, 3.38], [3.37, 4.91, 5.27], [6.15, 3.48, 5.10], [4.77, 2.94, 5.88], [7.56, 4.63, 6.70], [6.83, 3.24, 7.54], [6.93, 4.81, 8.41], [-3.33, -1.13, -8.01], [-2.08, -1.49, -7.23], [-1.79, -0.57, -6.05], [-0.88, -1.11, -5.14], [-1.09, -0.83, -3.76], [-2.05, -2.97, -6.73], [-1.71, -2.87, -5.78], [-2.96, -3.40, -6.61], [-1.38, -3.57, -7.18], [-3.42, -0.05, -7.97], [-4.29, -1.48, -7.64], [-3.35, -1.47, -9.04], [-1.22, -1.49, -7.89], [-2.76, -0.34, -5.61], [-1.33, 0.35, -6.41], [-0.44, -1.53, -3.24], [-2.12, -1.01, -3.47], [-0.83, 0.20, -3.50], [-5.96, -1.64, 4.12], [-4.78, -0.92, 4.78], [-4.25, 0.17, 3.85], [-2.90, 0.85, 4.22], [-2.45, 1.74, 2.94], [-3.13, 3.15, 2.72], [-3.16, 4.03, 3.95], [-3.68, 3.16, 5.11], [-3.04, 1.84, 5.43], [-1.82, -0.25, 4.44], [-6.35, -1.19, 3.21], [-6.79, -1.84, 4.78], [-5.61, -2.61, 3.76], [-4.06, -1.58, 5.27], [-5.13, -0.32, 5.62], [-4.87, 1.04, 3.65], [-4.12, -0.23, 2.85], [-2.30, 1.15, 2.04], [-1.47, 1.99, 3.37], [-4.17, 3.11, 2.40], [-2.54, 3.57, 1.90], [-3.80, 4.91, 4.00], [-2.15, 4.25, 4.30], [-4.72, 3.14, 4.79], [-3.60, 3.73, 6.03], [-3.54, 1.37, 6.28], [-2.06, 2.08, 5.85], [-0.85, 0.19, 4.68], [-1.81, -0.81, 3.51], [-2.22, -0.76, 5.31], [4.20, -3.99, -2.10], [3.28, -4.94, -1.14], [2.23, -5.53, -2.00], [1.14, -6.47, -1.35], [1.78, -7.49, -0.35], [0.84, -8.46, 0.39], [-0.01, -9.14, -0.66], [-0.54, -8.23, -1.74], [0.40, -7.24, -2.40], [0.23, -5.51, -0.64], [4.74, -4.50, -2.90], [5.11, -3.76, -1.54], [3.76, -3.07, -2.49], [2.77, -4.24, -0.47], [3.88, -5.72, -0.68], [2.79, -6.14, -2.70], [1.65, -4.73, -2.47], [2.42, -8.16, -0.92], [2.37, -6.90, 0.35], [1.31, -9.26, 0.95], [0.12, -8.01, 1.07], [0.58, -9.98, -1.04], [-0.77, -9.70, -0.11], [-1.08, -8.91, -2.40], [-1.37, -7.59, -1.44], [1.19, -7.74, -2.96], [-0.11, -6.52, -3.04], [-0.63, -6.01, -0.18], [-0.15, -4.67, -1.23], [0.83, -5.10, 0.16], [-1.24, 3.66, -2.05], [-2.56, 3.11, -2.40], [-3.02, 2.07, -1.67], [-4.24, 1.41, -1.91], [-4.99, 1.84, -3.01], [-4.55, 2.97, -3.69], [-3.27, 3.54, -3.42], [-6.23, 1.04, -3.44], [-6.12, -0.37, -3.59], [-7.35, -1.04, -3.79], [-8.51, -0.41, -4.20], [-8.62, 0.93, -4.16], [-7.45, 1.65, -3.72], [-9.71, -1.29, -4.44], [-0.50, 2.96, -2.43], [-1.12, 3.79, -0.98], [-1.28, 4.65, -2.51], [-2.41, 1.88, -0.80], [-4.46, 0.66, -1.16], [-5.10, 3.44, -4.49], [-2.89, 4.42, -3.92], [-5.25, -0.95, -3.30], [-7.50, -2.11, -3.73], [-9.50, 1.42, -4.56], [-7.53, 2.73, -3.67], [-10.13, -1.63, -3.50], [-9.36, -2.12, -5.06], [-10.55, -0.82, -4.96], [0.96, 1.78, 1.15], [2.27, 2.05, 1.39], [0.49, 1.16, 2.19], [0.26, 2.89, 0.85], [0.77, 0.65, -0.44], [1.12, 1.42, -1.64], [1.65, -0.50, -0.19], [-0.91, 0.31, -0.41], [-0.98, -1.18, 0.15], [-0.38, -2.32, -0.56], [-0.64, -1.22, 1.57], [-2.93, -1.39, -0.02], [-3.32, -2.64, 0.46], [-3.48, -0.38, 0.67], [-3.34, -1.31, -1.29], [3.62, 4.23, -1.04], [2.53, 4.90, -0.65], [4.57, 3.99, -0.09], [3.30, 3.16, -1.72], [4.65, 5.32, -2.24], [3.66, 5.67, -3.26], [5.06, 6.42, -1.40], [5.93, 4.28, -2.94], [7.10, 5.22, -3.07], [6.79, 6.44, -3.84], [7.97, 5.39, -1.92], [8.22, 4.14, -4.30], [8.54, 3.03, -3.70], [7.55, 3.78, -5.41], [9.31, 4.85, -4.67], [7.67, 0.65, 4.99], [8.52, 1.69, 4.90], [8.34, -0.41, 5.25], [6.81, 0.93, 5.98], [6.89, 0.47, 3.20], [6.34, 1.80, 2.82], [8.07, 0.01, 2.41], [5.80, -0.97, 3.48], [4.47, -0.35, 3.00], [3.86, 0.66, 3.89], [4.59, 0.09, 1.59], [3.05, -1.77, 2.97], [3.09, -2.52, 4.10], [1.89, -1.08, 2.96], [3.16, -2.49, 1.86]]
}

| no. | E_tot (eV) |
| --- | --- |
| 1 | -11524.028 |
| 2 | -33874.916 |
| 3 | -202845.795 |